# 1
# C2H2NO3

A 2-piece molecular cluster, C2H2NO3 overall at a distorted geometry (the ωB97M-V functional and the def2-TZVPD basis, the OMol25 dataset).

Properties
Highest occupied orbital energy: -0.127 hartree
Lowest unoccupied orbital energy: 4.2 eV
Electronic energy: -9737.0006 eV
Frontier orbital gap: 7.67 eV

Geometry as ORCA input:
```
! wB97M-V def2-TZVPD RIJCOSX def2/J DEFGRID3
* xyz -1 1
C -1.7102 0.3692 2.3358
C -0.2562 0.8074 -0.5251
N -1.4844 -0.3614 1.3147
O -2.3907 1.1376 2.9683
O -0.5674 -0.4046 2.5877
O 0.8342 1.2329 -0.2011
H -0.2989 -0.1382 -1.1686
H -1.2021 1.2937 -0.3418
*
```


# 2
# C21H26N7O3Pt

C21H26N7O3Pt as an isolated structure at a distorted geometry (the ωB97M-V functional and the def2-TZVPD basis, the OMol25 dataset).

Properties
Highest occupied orbital energy: -0.395 hartree
Lowest unoccupied orbital energy: -2.4 eV
Electronic energy: -42016.6583 eV
Frontier orbital gap: 8.29 eV

Geometry as ORCA input:
```
! wB97M-V def2-TZVPD RIJCOSX def2/J DEFGRID3
* xyz 1 1
Pt 0.2319 0.3845 -1.3442
O 1.5198 4.0609 -0.4071
C 1.3919 2.9087 -0.7906
N 0.3027 2.3453 -1.3238
C -0.9466 3.0543 -1.4170
C -2.0602 2.0637 -1.6343
C -3.3684 2.4806 -1.8340
C -4.3573 1.5454 -2.0684
C -4.0168 0.1991 -2.1068
C -2.7043 -0.1557 -1.8944
N -1.7474 0.7503 -1.6530
C 2.5329 1.9135 -0.7402
C 3.8185 2.3086 -0.4417
C 4.8254 1.3558 -0.4385
C 4.5101 0.0407 -0.7432
C 3.1985 -0.2884 -1.0333
N 2.2311 0.6311 -1.0231
H -0.9439 3.7629 -2.2522
H -1.1428 3.6495 -0.5166
H -3.5913 3.5388 -1.8160
H -5.3790 1.8596 -2.2340
H -4.7526 -0.5656 -2.3073
H -2.3824 -1.1852 -1.9276
H 3.9915 3.3528 -0.2220
H 5.8459 1.6360 -0.2136
H 5.2684 -0.7283 -0.7745
H 2.9025 -1.2870 -1.3156
C -1.6782 -4.1969 0.8096
N -0.8412 -3.6186 -0.2326
C -0.3104 -4.4030 -1.2306
C 0.4486 -3.8859 -2.1999
C 0.6933 -2.4519 -2.2281
O 1.4101 -1.9042 -3.0531
N 0.0851 -1.6953 -1.2163
C -0.6061 -2.2588 -0.2066
O -1.2049 -1.5892 0.6661
H -1.7790 -5.2616 0.6183
H -2.6637 -3.7355 0.8124
H -1.2252 -4.0551 1.7899
H -0.5453 -5.4564 -1.1673
H 0.8757 -4.4977 -2.9781
N -0.8615 -0.2397 2.8624
C -1.0360 1.2330 3.0044
C -0.0867 1.9142 2.0258
N 1.2924 1.4892 2.1522
C 1.4524 0.0442 2.1581
C 0.5435 -0.6600 3.1621
H -1.0521 -0.5687 1.8759
H -1.5136 -0.7271 3.4721
H -0.8230 1.4831 4.0443
H -2.0770 1.4645 2.7824
H -0.1469 2.9959 2.1261
H -0.4260 1.6580 1.0128
H 1.8527 1.9659 2.8433
H 2.4926 -0.2088 2.3561
H 1.2001 -0.3410 1.1612
H 0.7627 -0.3802 4.1927
H 0.5896 -1.7438 3.0575
*
```


# 3
# C11H17AuN3S2Sb

C11H17AuN3S2Sb as an isolated structure at a distorted geometry (the ωB97M-V functional and the def2-TZVPD basis, the OMol25 dataset).

Properties
Highest occupied orbital energy (alpha / beta): -0.512 / -0.513 hartree
Lowest unoccupied orbital energy (alpha / beta): -10.6 / -10.6 eV
Electronic energy: -48033.1405 eV
Frontier orbital gap (alpha / beta): 3.32 / 3.33 eV

Geometry as ORCA input:
```
! wB97M-V def2-TZVPD RIJCOSX def2/J DEFGRID3
* xyz 2 1
Au 0.2359 -3.0829 -0.2193
C 3.7983 0.2271 2.7497
S 4.1565 -1.0491 1.5214
C 2.5877 -1.5262 1.0047
S 2.5936 -2.8701 -0.0942
N 1.5414 -0.8455 1.4269
N 0.3533 -1.2889 1.1101
C -0.7910 -0.9379 1.5555
C -1.9927 -1.5875 1.0375
C -3.2524 -1.1467 1.4109
C -4.3771 -1.7884 0.9069
C -4.2097 -2.8619 0.0501
C -2.9201 -3.2554 -0.2808
N -1.8440 -2.6351 0.1949
H 4.7696 0.5673 3.1023
H 3.2399 -0.2030 3.5764
H 3.2525 1.0499 2.2991
H -0.8805 -0.1903 2.3396
H -3.3453 -0.3142 2.0959
H -5.3676 -1.4552 1.1852
H -5.0568 -3.4006 -0.3492
H -2.7496 -4.1002 -0.9346
C 0.9627 3.8517 -0.5419
Sb 0.9918 1.8527 -1.3416
C -0.9287 1.7029 -2.3015
C 2.3625 1.9022 -2.9955
H 0.8186 4.5026 -1.4055
H 1.9049 4.0760 -0.0493
H 0.1343 3.9513 0.1544
H -0.9886 2.5737 -2.9563
H -1.7270 1.7325 -1.5645
H -0.9804 0.7886 -2.8874
H 1.9900 2.6840 -3.6589
H 2.3551 0.9383 -3.4981
H 3.3630 2.1383 -2.6431
*
```


# 4
# C3H6IN2

An isolated ion of composition C3H6IN2 and charge +1 at a distorted geometry (the ωB97M-V functional and the def2-TZVPD basis, the OMol25 dataset).

Properties
SMILES: I[C@H]1N=CC[NH2+]1
Highest occupied orbital energy: -0.519 hartree
Lowest unoccupied orbital energy: -4.0 eV
Electronic energy: -14280.4902 eV
Frontier orbital gap: 10.09 eV

Geometry as ORCA input:
```
! wB97M-V def2-TZVPD RIJCOSX def2/J DEFGRID3
* xyz 1 1
I 0.6027 2.1775 -1.7638
C 1.0357 0.4007 -0.6543
N 1.0274 0.6059 0.9648
C -0.1304 0.2915 1.4131
C -1.0182 -0.2949 0.3436
N -0.0467 -0.6430 -0.6669
H 2.0133 0.1329 -0.9162
H -0.2262 0.2455 2.5076
H -1.6579 -1.0760 0.6542
H -1.5511 0.5796 -0.0246
H 0.4155 -1.5143 -0.2528
H -0.4639 -0.9054 -1.6047
*
```